# 1
Computed, not measured: a cluster of 5 separate species, C34H79FN7O3 in total, with wB97M-V/def2-TZVPD.

The charge is +1. The orbital gap is 5.85 eV. The value obtained for the HOMO energy is -9.43 eV.

Positions of all 124 atoms, in Å:
C 5.613 1.059 -1.029
C 4.988 2.363 -0.520
C 3.614 2.075 0.100
C 3.325 2.924 1.338
N 2.464 2.253 2.327
C 1.258 1.843 2.109
N 0.541 1.210 3.082
C 0.121 -0.179 2.652
C -1.327 -0.155 2.145
C -1.395 -0.877 0.833
O -0.953 -1.973 0.630
O -1.938 -0.179 -0.200
N 0.712 2.055 0.869
C 0.006 3.329 0.701
C -0.967 3.624 1.816
O -2.143 3.322 1.814
F -0.425 4.265 2.859
H 4.811 0.393 -1.309
H 6.216 1.221 -1.906
H 6.181 0.592 -0.242
H 5.640 2.881 0.170
H 4.823 3.016 -1.365
H 3.494 1.031 0.361
H 2.871 2.295 -0.648
H 2.889 3.877 1.086
H 4.255 3.147 1.837
H 2.861 2.096 3.238
H 1.129 1.103 3.899
H 0.764 -0.466 1.832
H 0.237 -0.881 3.456
H -2.040 -0.535 2.859
H -1.566 0.878 1.945
H -2.553 0.474 0.148
H 0.162 1.272 0.544
H -0.587 3.243 -0.191
H 0.684 4.157 0.549
C 0.944 -0.585 -1.960
C 0.634 -0.320 -3.423
N 1.189 0.930 -3.907
C 0.662 1.330 -5.204
C 0.962 0.437 -6.412
C 2.621 1.089 -3.731
C 3.548 0.038 -4.356
H 0.620 0.253 -1.337
H 0.409 -1.476 -1.629
H 2.009 -0.758 -1.786
H -0.452 -0.270 -3.529
H 0.965 -1.186 -4.015
H 1.005 2.345 -5.418
H -0.424 1.411 -5.102
H 1.992 0.537 -6.750
H 0.323 0.728 -7.247
H 0.766 -0.616 -6.206
H 2.828 1.123 -2.655
H 2.904 2.079 -4.096
H 3.195 -0.979 -4.183
H 4.544 0.116 -3.914
H 3.665 0.183 -5.427
C -1.326 -6.813 -0.987
C -1.189 -6.368 -2.433
N -2.418 -5.824 -2.975
C -2.379 -5.620 -4.411
C -1.384 -4.594 -4.970
C -3.005 -4.758 -2.185
C -2.138 -3.531 -1.882
H -2.142 -7.525 -0.862
H -0.404 -7.297 -0.663
H -1.497 -5.963 -0.324
H -0.903 -7.232 -3.038
H -0.352 -5.653 -2.496
H -3.385 -5.361 -4.752
H -2.162 -6.589 -4.872
H -1.708 -3.570 -4.787
H -1.303 -4.715 -6.052
H -0.384 -4.721 -4.553
H -3.320 -5.184 -1.229
H -3.937 -4.442 -2.662
H -1.127 -3.807 -1.578
H -2.578 -2.970 -1.059
H -2.070 -2.851 -2.731
C -3.142 8.705 -1.166
C -3.173 7.879 0.111
N -1.935 7.944 0.866
C -1.852 6.953 1.921
C -2.851 7.033 3.080
C -1.482 9.281 1.215
C -2.426 10.171 2.034
H -2.290 8.429 -1.789
H -4.052 8.530 -1.739
H -3.089 9.775 -0.962
H -3.340 6.834 -0.168
H -4.046 8.184 0.708
H -0.837 6.961 2.329
H -1.968 5.973 1.448
H -2.611 7.843 3.766
H -2.820 6.106 3.656
H -3.875 7.165 2.731
H -1.239 9.806 0.289
H -0.527 9.194 1.739
H -3.450 10.138 1.662
H -2.093 11.209 1.974
H -2.435 9.901 3.088
C -1.304 -7.026 5.581
C -0.960 -6.225 4.334
N 0.187 -5.353 4.513
C 0.348 -4.391 3.441
C 0.653 -4.910 2.031
C 1.404 -6.002 4.971
C 1.976 -7.145 4.123
H -1.443 -6.370 6.441
H -2.232 -7.575 5.420
H -0.533 -7.758 5.825
H -1.821 -5.598 4.089
H -0.832 -6.921 3.491
H 1.126 -3.677 3.732
H -0.578 -3.804 3.391
H 1.683 -5.249 1.936
H 0.512 -4.103 1.307
H -0.009 -5.725 1.739
H 1.221 -6.385 5.978
H 2.172 -5.236 5.106
H 1.204 -7.842 3.796
H 2.696 -7.714 4.715
H 2.504 -6.781 3.244

=====

# 2
Computed, not measured: a cluster of 7 separate species, C34H79N2O8 in total, with wB97M-V/def2-TZVPD.

The charge is 0. The multiplicity is 2. The orbital gap (spin up / spin down) is 8.21 / 8.21 eV. The value obtained for the HOMO energy (spin up / spin down) is -7.55 / -7.55 eV.

Positions of all 123 atoms, in Å:
C -4.485 0.044 2.709
O -3.511 0.315 1.726
C -3.572 -0.594 0.650
C -2.276 -0.556 -0.143
C -2.413 -1.549 -1.304
C -1.075 -2.042 -1.875
N -1.306 -3.016 -2.963
C -2.242 -2.955 -3.819
C -2.444 -1.842 -4.832
C -3.282 -4.048 -3.887
C -0.308 -0.775 -2.437
C 1.055 -0.400 -1.821
C 1.874 0.299 -2.932
C 0.925 0.647 -0.713
N 1.810 -1.605 -1.436
O 2.318 -2.222 -2.439
C 1.153 -2.487 -0.450
C 1.358 -1.970 1.002
C 1.905 -3.838 -0.493
C -0.341 -2.808 -0.742
H -4.236 0.585 3.618
H -5.484 0.312 2.370
H -4.499 -1.021 2.977
H -4.442 -0.389 0.013
H -3.672 -1.612 1.048
H -2.119 0.445 -0.538
H -1.493 -0.843 0.553
H -2.980 -1.011 -2.069
H -2.995 -2.422 -0.996
H -2.931 -0.976 -4.376
H -1.476 -1.503 -5.193
H -3.030 -2.168 -5.687
H -3.158 -4.716 -3.039
H -4.271 -3.592 -3.809
H -3.215 -4.651 -4.795
H -0.979 0.083 -2.394
H -0.124 -0.961 -3.490
H 1.520 1.326 -3.008
H 2.907 0.356 -2.586
H 1.822 -0.233 -3.873
H 0.396 1.501 -1.130
H 1.916 1.017 -0.462
H 0.430 0.299 0.188
H 0.445 -1.566 1.438
H 1.749 -2.741 1.656
H 2.058 -1.136 0.944
H 1.598 -4.432 -1.347
H 1.638 -4.395 0.403
H 2.982 -3.690 -0.470
H -0.402 -3.857 -1.002
H -0.874 -2.735 0.200
C -3.247 -5.815 2.069
C -2.308 -6.055 0.897
C -1.851 -7.504 0.838
O -1.178 -5.189 0.989
H -2.740 -6.029 3.014
H -3.563 -4.771 2.097
H -4.135 -6.445 2.003
H -2.811 -5.793 -0.035
H -1.303 -7.768 1.747
H -1.178 -7.658 -0.005
H -2.699 -8.184 0.736
H -0.710 -5.398 1.805
C 2.359 5.489 -0.774
C 2.813 4.347 0.123
C 4.160 4.652 0.763
O 2.890 3.137 -0.624
H 3.075 5.642 -1.586
H 1.394 5.256 -1.228
H 2.265 6.422 -0.215
H 2.068 4.175 0.902
H 4.924 4.779 -0.008
H 4.474 3.824 1.401
H 4.117 5.561 1.366
H 3.550 3.259 -1.320
C 8.258 2.828 -1.685
C 6.965 2.370 -1.029
C 6.902 0.854 -0.915
O 5.842 2.848 -1.773
H 8.335 2.427 -2.699
H 8.284 3.916 -1.761
H 9.128 2.498 -1.116
H 6.880 2.814 -0.037
H 6.937 0.395 -1.907
H 5.967 0.545 -0.447
H 7.733 0.467 -0.325
H 5.887 2.471 -2.659
C 5.294 -2.376 1.346
C 5.665 -3.581 2.198
C 7.174 -3.747 2.297
O 5.077 -4.763 1.656
H 5.669 -2.495 0.326
H 4.211 -2.274 1.282
H 5.709 -1.456 1.762
H 5.244 -3.466 3.197
H 7.605 -3.910 1.306
H 7.423 -4.615 2.908
H 7.642 -2.865 2.737
H 5.430 -4.889 0.769
C -5.931 3.910 2.912
C -7.182 3.086 2.649
C -8.433 3.795 3.144
O -7.058 1.807 3.275
H -5.804 4.072 3.987
H -5.044 3.387 2.555
H -5.979 4.877 2.422
H -7.272 2.891 1.580
H -8.377 3.957 4.224
H -9.319 3.188 2.951
H -8.560 4.762 2.657
H -6.973 1.944 4.224
C -2.211 6.928 0.432
C -2.956 5.672 0.858
C -3.293 4.793 -0.337
O -4.151 6.022 1.559
H -2.829 7.528 -0.243
H -1.979 7.547 1.299
H -1.280 6.683 -0.081
H -2.347 5.108 1.565
H -3.943 5.331 -1.034
H -3.826 3.899 -0.015
H -2.392 4.488 -0.871
H -4.710 6.525 0.957